Entry 1:
This record from the Open Molecules 2025 dataset describes a structure of composition C30H28N2SiV. The level of theory is ωB97M-V/def2-TZVPD.

Last column: Löwdin spin population.
CARTESIAN COORDINATES (ANGSTROEM)
C -0.350 -1.699 1.800  0.008
C 1.032 -1.331 1.753  -0.002
C 1.248 -0.278 2.697  0.009
H 1.803 -1.913 1.270  0.000
C 0.001 0.004 3.333  0.002
C -0.990 -0.888 2.790  0.016
H -2.004 -1.038 3.166  0.003
H -0.783 -2.567 1.317  0.002
H 2.216 0.138 2.979  0.004
H -0.136 0.632 4.209  0.002
V -0.244 0.322 1.241  1.895
C 0.937 1.967 -1.794  -0.033
H 1.516 2.799 -1.330  0.000
H -0.132 2.151 -1.585  0.000
H 1.113 2.036 -2.912  -0.003
Si 1.865 -0.026 -1.385  -0.016
C 1.261 -1.301 -2.611  0.000
C 1.626 -2.641 -2.328  0.000
H 2.441 -2.870 -1.643  0.000
C 0.936 -3.726 -2.856  0.000
H 1.235 -4.756 -2.583  0.000
C -0.068 -3.470 -3.817  0.000
H -0.543 -4.318 -4.341  0.000
C -0.370 -2.141 -4.201  0.000
H -1.076 -1.952 -5.029  0.000
C 0.299 -1.065 -3.597  0.000
H 0.104 -0.041 -3.902  0.000
C 3.554 0.252 -0.773  0.001
C 4.494 -0.686 -1.228  0.001
H 4.260 -1.311 -2.093  0.000
C 5.694 -0.850 -0.529  -0.001
H 6.458 -1.551 -0.894  0.000
C 5.917 -0.109 0.645  0.001
H 6.857 -0.238 1.186  0.000
C 4.944 0.779 1.142  -0.001
H 5.111 1.356 2.065  0.000
C 3.742 0.927 0.450  0.000
H 2.937 1.542 0.876  0.000
H 0.917 0.506 -0.252  -0.014
H 2.209 -1.348 -0.561  -0.004
C -3.209 -1.346 -1.442  -0.004
C -2.030 -1.232 -0.701  0.029
N -1.852 -0.195 0.168  0.007
C -2.873 0.688 0.417  0.022
C -4.131 0.524 -0.209  0.001
C -4.273 -0.487 -1.180  0.026
C -5.159 1.425 0.201  0.000
C -4.953 2.377 1.176  -0.004
C -3.675 2.572 1.798  0.002
C -3.351 3.486 2.830  0.013
C -2.045 3.588 3.330  0.000
C -1.047 2.773 2.794  0.015
N -1.339 1.891 1.800  0.007
C -2.625 1.748 1.340  0.013
H -3.246 -2.118 -2.214  -0.001
H -1.183 -1.925 -0.823  0.002
H -5.226 -0.549 -1.704  0.001
H -6.125 1.300 -0.288  0.000
H -5.758 3.034 1.506  0.000
H -4.150 4.112 3.228  0.001
H -1.767 4.273 4.148  0.000
H -0.013 2.764 3.151  0.001

Total charge: +1
Orbital gap (alpha / beta), Ha: 0.1685 / 0.1676
Highest occupied orbital energy (alpha / beta), eV: -9.057 / -9.111
⟨S²⟩: 2.053
2S+1: 3

***

Entry 2:
This record from the Open Molecules 2025 dataset describes a structure of composition C7H6MgN2O6. The level of theory is ωB97M-V/def2-TZVPD.

Last column: Löwdin charge in e.
CARTESIAN COORDINATES (ANGSTROEM)
O 0.102 -0.022 -4.739  0.286
C 0.101 -0.022 -3.599  0.055
Mg 0.097 -0.022 -1.564  -0.116
O 2.012 -2.461 -1.635  0.288
C 1.310 -1.566 -1.636  0.068
C -1.106 1.520 -1.635  0.057
O -1.808 2.415 -1.636  0.288
C -1.440 -1.230 -1.635  0.054
O -2.336 -1.932 -1.636  0.288
C 1.645 1.187 -1.636  0.068
O 2.540 1.888 -1.634  0.287
C 1.404 -0.047 2.865  -0.012
N -0.040 0.008 2.619  0.073
C -0.575 0.029 1.376  -0.445
N -1.939 0.115 1.218  0.223
O 0.221 -0.029 0.357  -0.121
H 1.988 -0.077 1.943  0.087
H 1.627 -0.943 3.455  0.106
H 1.697 0.839 3.437  0.106
H -0.648 0.050 3.407  0.154
H -2.343 0.146 0.290  0.089
H -2.510 0.155 2.017  0.118

Total charge: +2
Orbital gap, Ha: 0.2855
Highest occupied orbital energy, eV: -17.151

***

Entry 3:
This record from the Open Molecules 2025 dataset describes a cluster of 2 separate species, C2H4O2 in total. The level of theory is ωB97M-V/def2-TZVPD.

Last column: Löwdin charge in e.
CARTESIAN COORDINATES (ANGSTROEM)
O 3.113 -1.106 2.510  -0.053
C 3.175 -2.217 3.086  -0.106
H 2.613 -3.122 2.755  0.080
H 3.875 -2.346 3.946  0.079
O -3.796 1.232 -3.437  -0.013
C -3.211 2.222 -3.081  -0.150
H -3.673 3.155 -2.678  0.083
H -2.096 2.182 -3.101  0.080

SMILES: C=O.C=O
Total charge: 0
Orbital gap, Ha: 0.3951
Highest occupied orbital energy, eV: -10.213

***

Entry 4:
This record from the Open Molecules 2025 dataset describes an isolated molecule of Cl3O2P. The level of theory is ωB97M-V/def2-TZVPD.

Last column: Löwdin charge in e.
CARTESIAN COORDINATES (ANGSTROEM)
O 1.901 -1.172 -1.335  -0.709
O -0.548 1.393 -0.134  -0.876
P 0.107 0.684 1.062  0.310
Cl 1.142 -1.008 0.068  0.536
Cl -1.442 0.712 -1.666  0.532
Cl -1.160 -0.610 2.005  0.208

Total charge: 0
Orbital gap (alpha / beta), Ha: 0.2373 / 0.2372
Highest occupied orbital energy (alpha / beta), eV: -9.531 / -9.529

***

Entry 5:
This record from the Open Molecules 2025 dataset describes the ion C5H13N4S with charge +1. The level of theory is ωB97M-V/def2-TZVPD.

Last column: Löwdin charge in e.
CARTESIAN COORDINATES (ANGSTROEM)
C 0.696 -0.011 -0.041  -0.524
C 0.433 -1.461 0.352  -0.020
C -2.470 0.964 0.848  -0.003
C -0.161 2.139 -0.634  0.011
C 3.348 -0.915 -0.288  -0.296
N -3.175 -1.001 -0.837  0.081
N -1.961 -0.746 -0.935  -0.014
N -1.587 0.250 -0.136  -0.221
N -0.340 0.740 -0.345  -0.148
S 2.213 0.547 -0.401  1.064
H 0.513 -2.163 -0.442  0.104
H -0.356 -1.691 0.995  0.084
H 1.235 -1.735 0.932  0.034
H -1.825 1.015 1.855  0.133
H -2.786 2.032 0.728  0.087
H -3.427 0.304 0.778  0.098
H 0.624 2.109 -1.502  0.130
H 0.252 2.534 0.182  0.062
H -1.039 2.556 -0.778  0.054
H 4.388 -0.367 -0.463  0.101
H 3.258 -1.684 -1.033  0.044
H 3.167 -1.384 0.719  0.060
H -3.375 -1.755 -1.496  0.078

Total charge: +1
Orbital gap, Ha: 0.3361
Highest occupied orbital energy, eV: -13.100

***

Entry 6:
This record from the Open Molecules 2025 dataset describes a cluster of 3 separate species, C3H12O3S in total. The level of theory is ωB97M-V/def2-TZVPD.

Last column: Löwdin charge in e.
CARTESIAN COORDINATES (ANGSTROEM)
C 0.949 1.364 -1.368  -0.273
O 1.435 0.905 -0.111  -0.090
C -0.445 0.837 -1.670  -0.274
C -1.495 1.259 -0.640  -0.550
S -3.194 1.275 -1.333  0.681
H 1.615 0.981 -2.147  0.111
H 0.942 2.451 -1.295  0.116
H 1.031 0.039 0.063  0.028
H -0.401 -0.244 -1.771  0.106
H -0.724 1.232 -2.644  0.093
H -1.546 0.551 0.161  0.052
H -1.259 2.249 -0.247  0.075
H -3.529 0.053 -0.904  -0.159
H 0.479 -2.569 0.155  0.053
H 1.082 -1.820 1.413  0.021
O 0.537 -1.735 0.622  -0.042
H 2.062 -1.792 4.167  0.048
H 0.935 -2.793 4.039  0.050
O 1.524 -2.243 3.508  -0.046

SMILES: OCCCS.O.O
Total charge: 0
Orbital gap, Ha: 0.3366
Highest occupied orbital energy, eV: -8.783

***

Across the entries above, ΔE to the lowest compared entry with this formula, charge and spin takes the values 50.7 64.9 59.9 125.3 57.8 4.8 kcal/mol, respectively.
Across the entries above, electronic energy takes the values -68100.1395 -28049.2548 -6231.7097 -50946.1967 -22180.4596 -20283.1773 eV, respectively.
Across the entries above, F_max takes the values 3.7 7.0 4.1 3.3 6.5 1.0 eV/A, respectively.